DFT (ωB97M-V/def2-TZVPD) results for a molecular structure, C52H89F12N15O8S2 in a non-equilibrium geometry.

Geometry as XYZ:
```
178
C52H89F12N15O8S2, DFT ωB97M-V/def2-TZVPD
C -32.30 16.50 -1.04
C -31.42 15.32 -1.35
N -30.66 15.57 -2.59
C -30.25 16.88 -2.95
C -29.74 16.82 -4.19
N -29.67 15.49 -4.56
C -30.21 14.76 -3.56
C -29.17 15.03 -5.86
H -32.89 16.83 -1.90
H -31.68 17.32 -0.80
H -32.83 16.22 -0.12
H -32.01 14.42 -1.46
H -30.66 15.10 -0.64
H -30.52 17.77 -2.44
H -29.42 17.58 -4.87
H -30.49 13.70 -3.60
H -29.93 14.74 -6.53
H -28.45 14.17 -5.73
H -28.64 15.91 -6.17
C -19.80 7.90 0.04
C -19.78 7.44 1.56
N -20.45 6.11 1.77
C -21.63 5.89 2.45
C -21.83 4.53 2.44
N -20.82 3.94 1.79
C -20.04 4.90 1.33
C -20.49 2.54 1.46
H -19.24 7.17 -0.62
H -19.29 8.89 0.07
H -20.83 8.01 -0.36
H -20.26 8.21 2.21
H -18.76 7.31 1.95
H -22.11 6.65 3.07
H -22.65 3.97 2.84
H -19.19 4.67 0.76
H -20.73 2.28 0.44
H -21.00 1.88 2.11
H -19.42 2.44 1.53
C -36.30 8.66 2.37
C -35.68 8.43 3.74
N -34.23 8.13 3.72
C -33.79 6.88 3.93
C -32.55 7.01 4.37
N -32.22 8.35 4.16
C -33.27 9.04 3.85
C -30.97 9.06 4.54
H -37.39 8.61 2.51
H -36.02 7.85 1.70
H -36.02 9.66 1.94
H -36.13 7.60 4.30
H -35.84 9.20 4.49
H -34.42 6.03 3.89
H -31.79 6.39 4.69
H -33.28 10.11 3.80
H -30.49 9.50 3.69
H -30.36 8.36 5.02
H -31.26 9.77 5.30
C -36.37 4.83 11.59
C -37.03 3.81 10.61
N -35.91 3.35 9.69
C -35.34 4.06 8.64
C -34.18 3.44 8.34
N -34.06 2.36 9.21
C -35.12 2.33 10.01
C -32.90 1.49 9.08
H -37.20 5.18 12.25
H -35.87 5.63 11.14
H -35.80 4.29 12.31
H -37.75 4.43 10.02
H -37.38 2.85 11.03
H -35.91 4.90 8.20
H -33.46 3.72 7.57
H -35.45 1.52 10.64
H -32.66 1.27 8.05
H -33.11 0.57 9.62
H -32.00 2.07 9.54
C -31.32 22.17 4.28
C -32.32 20.92 4.40
N -31.71 19.65 3.77
C -32.38 18.43 3.66
C -31.51 17.58 3.07
N -30.36 18.24 2.90
C -30.46 19.51 3.33
C -29.21 17.67 2.19
H -31.20 22.40 3.19
H -30.40 21.94 4.84
H -31.88 22.96 4.78
H -33.29 21.13 4.00
H -32.49 20.69 5.45
H -33.36 18.32 4.02
H -31.47 16.45 2.77
H -29.70 20.28 3.27
H -29.00 16.84 2.86
H -28.49 18.45 2.19
H -29.47 17.40 1.19
C -27.94 6.50 6.16
C -26.84 7.27 6.81
N -27.14 8.70 6.81
C -28.34 9.34 7.10
C -28.14 10.69 6.76
N -26.92 10.79 6.25
C -26.29 9.58 6.31
C -26.37 12.02 5.70
H -27.61 5.48 5.83
H -28.33 7.00 5.23
H -28.87 6.38 6.78
H -25.86 7.15 6.24
H -26.70 6.87 7.81
H -29.23 8.82 7.42
H -28.91 11.50 6.71
H -25.25 9.33 5.98
H -25.69 11.84 4.87
H -25.92 12.63 6.46
H -27.12 12.68 5.32
C -19.36 1.58 8.68
C -20.44 1.77 9.70
N -20.14 2.98 10.50
C -19.47 3.17 11.71
C -19.37 4.48 11.93
N -19.87 5.11 10.84
C -20.36 4.19 9.96
C -20.15 6.54 10.81
H -19.56 0.72 7.97
H -18.36 1.35 9.15
H -19.24 2.45 8.03
H -20.53 0.96 10.43
H -21.39 1.98 9.19
H -19.19 2.32 12.32
H -19.00 5.01 12.75
H -20.79 4.49 8.96
H -21.16 6.68 10.38
H -19.35 7.15 10.38
H -20.35 6.92 11.82
C -35.25 9.56 8.49
F -35.98 10.44 7.85
F -34.58 10.08 9.54
F -36.10 8.66 8.99
S -34.11 8.79 7.28
O -34.96 7.86 6.65
O -33.56 9.78 6.42
N -33.02 8.20 8.24
S -32.30 6.80 8.17
O -33.03 5.86 7.32
O -30.86 6.89 8.06
C -32.52 6.32 10.00
F -31.63 7.00 10.77
F -33.81 6.55 10.26
F -32.23 5.05 10.20
C -31.40 13.92 2.92
O -32.45 14.16 3.92
O -31.17 14.97 2.15
C -30.09 13.59 3.76
F -29.03 13.17 3.02
F -29.67 14.63 4.51
F -30.32 12.54 4.61
C -33.32 13.05 4.22
C -34.52 13.63 4.98
H -35.34 12.90 5.14
H -34.33 13.92 6.01
H -35.05 14.51 4.52
H -32.82 12.38 4.85
H -33.68 12.73 3.21
H -31.57 13.03 2.32
C -21.40 7.97 5.39
O -20.24 7.11 5.26
O -22.00 8.14 4.25
C -22.52 7.08 6.17
F -23.07 6.14 5.39
F -22.11 6.30 7.33
F -23.55 7.81 6.62
C -19.22 7.39 6.35
C -18.12 6.42 6.10
H -17.98 6.11 5.06
H -17.24 6.78 6.60
H -18.38 5.55 6.79
H -19.58 7.28 7.37
H -18.96 8.44 6.13
H -21.18 8.85 5.93
```

net charge: +4
lowest unoccupied orbital energy: -5.63 eV
calculated total energy: -148344.3090 eV
strongest force on any atom: 0.073 hartree/bohr
frontier orbital gap: 7.51 eV

DFT (ωB97M-V/def2-TZVPD) results for 13 unconnected molecules or ions with the total composition C52H91N13 in a non-equilibrium geometry.

Geometry as XYZ:
```
156
C52H91N13, DFT ωB97M-V/def2-TZVPD
C -20.43 0.84 24.09
C -20.07 1.14 22.68
C -21.14 0.71 21.62
C -22.41 1.42 21.82
N -23.40 1.97 22.00
H -19.71 1.26 24.79
H -20.55 -0.24 24.23
H -21.41 1.23 24.37
H -19.14 0.64 22.42
H -19.98 2.22 22.57
H -21.47 -0.32 21.71
H -20.86 0.96 20.60
C -15.97 -2.36 18.40
C -16.71 -3.64 18.71
C -17.46 -3.74 20.05
C -18.44 -2.67 20.12
N -19.28 -1.87 20.21
H -16.59 -1.46 18.39
H -15.43 -2.40 17.46
H -15.17 -2.22 19.13
H -16.02 -4.48 18.71
H -17.43 -3.85 17.92
H -16.84 -3.57 20.93
H -18.07 -4.64 20.13
C -26.71 -2.81 20.79
C -26.88 -1.25 20.55
C -25.64 -0.45 20.99
C -24.57 -0.50 19.97
N -23.74 -0.44 19.18
H -25.87 -3.20 20.21
H -27.63 -3.36 20.57
H -26.41 -2.98 21.82
H -27.68 -0.92 21.21
H -27.21 -1.03 19.53
H -25.18 -0.85 21.89
H -25.94 0.60 21.08
C -13.23 3.48 18.39
C -14.27 4.49 18.01
C -14.94 4.19 16.66
C -15.91 3.08 16.63
N -16.65 2.20 16.60
H -13.08 3.57 19.47
H -12.29 3.61 17.85
H -13.53 2.44 18.27
H -13.75 5.45 17.93
H -15.01 4.58 18.80
H -14.14 4.08 15.93
H -15.56 5.06 16.42
C -14.49 -0.09 16.10
C -13.16 -0.78 15.74
C -11.91 0.08 16.14
C -11.99 1.37 15.46
N -12.06 2.37 14.82
H -14.60 0.78 15.46
H -14.66 0.14 17.16
H -15.30 -0.77 15.83
H -13.25 -0.98 14.67
H -13.08 -1.71 16.30
H -11.04 -0.46 15.76
H -11.85 0.32 17.20
C -24.65 -0.39 15.49
C -26.03 -0.40 16.08
C -26.47 -1.73 16.53
C -26.92 -2.68 15.48
N -27.30 -3.43 14.70
H -24.07 -1.11 16.07
H -24.38 0.66 15.46
H -24.63 -0.75 14.46
H -26.76 -0.11 15.32
H -26.07 0.35 16.87
H -27.32 -1.69 17.21
H -25.70 -2.29 17.07
C -19.50 -4.94 14.29
C -19.68 -5.61 15.70
C -18.58 -6.68 15.98
C -18.33 -7.74 14.96
N -18.18 -8.53 14.14
H -19.51 -5.69 13.50
H -18.63 -4.27 14.29
H -20.35 -4.31 14.03
H -20.63 -6.13 15.67
H -19.79 -4.82 16.44
H -18.82 -7.18 16.91
H -17.63 -6.18 16.16
C -24.23 -5.19 19.14
C -23.59 -4.07 18.30
C -22.23 -3.52 18.79
C -21.24 -4.59 19.04
N -20.50 -5.45 19.21
H -25.11 -5.64 18.69
H -24.53 -4.85 20.13
H -23.50 -6.00 19.19
H -24.29 -3.23 18.27
H -23.43 -4.36 17.27
H -22.37 -2.94 19.70
H -21.85 -2.85 18.03
C -17.20 0.83 19.71
C -17.04 2.15 20.53
C -17.61 3.40 19.88
C -19.05 3.27 19.58
N -20.21 3.19 19.41
H -16.96 0.01 20.39
H -16.41 0.82 18.96
H -18.19 0.66 19.30
H -15.97 2.29 20.69
H -17.58 1.96 21.46
H -17.16 3.71 18.93
H -17.48 4.31 20.46
C -22.41 -1.18 11.83
C -23.00 0.23 11.72
C -21.96 1.37 11.81
C -20.92 1.35 10.75
N -20.13 1.32 9.93
H -23.15 -1.98 11.72
H -21.96 -1.29 12.81
H -21.56 -1.41 11.19
H -23.67 0.28 12.58
H -23.60 0.33 10.81
H -21.38 1.26 12.72
H -22.38 2.37 11.77
C -20.89 5.59 14.00
C -20.33 4.25 14.52
C -19.75 4.35 16.00
C -18.70 5.31 16.18
N -17.89 6.10 16.35
H -21.89 5.69 14.43
H -21.04 5.43 12.94
H -20.26 6.46 14.20
H -19.56 3.96 13.80
H -21.12 3.51 14.45
H -19.31 3.37 16.17
H -20.62 4.52 16.63
C -18.44 -0.91 15.95
C -19.70 -1.42 16.70
C -20.53 -0.24 17.22
C -21.12 0.65 16.15
N -21.58 1.33 15.34
H -17.89 -1.76 15.56
H -17.81 -0.43 16.70
H -18.69 -0.29 15.09
H -19.35 -1.95 17.59
H -20.26 -2.10 16.06
H -19.91 0.38 17.87
H -21.40 -0.56 17.79
C -16.21 2.30 12.57
C -17.57 1.69 12.85
C -17.79 0.27 12.32
C -16.79 -0.72 12.76
N -16.02 -1.51 13.07
H -15.39 1.76 13.05
H -16.10 3.33 12.91
H -15.99 2.37 11.51
H -18.41 2.33 12.58
H -17.72 1.62 13.93
H -17.78 0.24 11.23
H -18.77 -0.11 12.62
```

lowest unoccupied orbital energy: 0.22 eV
calculated total energy: -74768.7539 eV
strongest force on any atom: 0.097 hartree/bohr
frontier orbital gap: 11.47 eV

DFT (ωB97M-V/def2-TZVPD) results for 4 unconnected molecules or ions with the total composition C52H92N5O12S in a non-equilibrium geometry.

Geometry as XYZ:
```
162
C52H92N5O12S, DFT ωB97M-V/def2-TZVPD
C -3.14 -2.36 -5.51
C -1.84 -1.69 -4.70
O -0.65 -2.21 -5.01
N -2.16 -0.63 -3.70
C -2.20 -1.09 -2.28
C -1.48 0.69 -3.93
C -2.22 1.32 -5.30
C -1.40 1.02 -6.68
C -0.56 2.36 -7.25
C -1.59 3.12 -8.32
S -1.58 2.36 -10.04
O -2.31 0.99 -10.13
O -2.39 3.32 -10.99
O -0.04 2.17 -10.74
C -1.84 1.85 -2.77
C -3.62 1.97 -2.72
C -4.21 3.29 -1.75
O -4.24 3.23 -3.40
O -0.06 0.66 -4.25
C 0.79 0.19 -3.16
C 2.32 0.70 -3.46
C 3.52 -0.07 -2.69
C 3.15 -1.09 -1.49
C 3.27 -0.43 0.04
O 4.20 -2.16 -1.51
C 3.60 -3.50 -1.45
C 4.67 -4.70 -1.91
C 5.46 -4.50 -3.36
C 6.49 -5.71 -3.87
C 6.69 -7.05 -2.92
C 5.94 -7.24 -1.46
C 4.90 -6.04 -0.95
O 2.49 2.18 -3.29
C 2.19 2.59 -1.91
N 0.95 3.51 -1.84
C 0.43 3.22 -0.57
O -0.19 2.66 0.51
H -2.89 -3.52 -5.58
H -4.11 -2.13 -4.87
H -3.17 -1.94 -6.60
H -1.39 -0.64 -1.56
H -3.25 -0.82 -1.79
H -2.16 -2.28 -2.29
H -3.28 0.81 -5.36
H -2.38 2.48 -5.18
H -0.74 0.04 -6.68
H -2.23 0.83 -7.53
H 0.41 2.04 -7.85
H -0.31 3.12 -6.40
H -2.68 2.94 -7.88
H -1.41 4.28 -8.37
H -0.23 1.79 -11.67
H -1.50 1.55 -1.70
H -1.48 2.93 -3.10
H -4.27 0.90 -2.69
H -5.38 3.51 -1.81
H -3.54 4.24 -1.62
H 0.44 0.43 -2.07
H 0.82 -1.00 -3.23
H 2.49 0.53 -4.63
H 4.17 -0.65 -3.49
H 4.26 0.75 -2.23
H 2.12 -1.65 -1.56
H 3.65 -1.31 0.74
H 2.16 -0.22 0.38
H 3.96 0.52 0.06
H 2.67 -3.65 -2.19
H 3.27 -3.74 -0.32
H 5.26 -3.52 -4.00
H 7.02 -5.59 -4.91
H 7.40 -7.90 -3.31
H 6.08 -8.18 -0.78
H 4.32 -6.16 0.09
H 3.09 3.29 -1.57
H 1.98 1.72 -1.16
C 1.63 1.65 6.33
C 1.36 1.03 4.93
C -0.09 0.45 4.86
C -0.28 -0.90 5.52
C 0.79 -1.89 5.08
C 2.23 -1.35 5.29
N 2.42 0.00 4.65
O 2.48 -0.19 3.26
C 2.52 -1.28 6.82
C 3.25 -2.40 4.77
C 1.41 2.25 3.95
H 2.67 1.48 6.66
H 1.51 2.74 6.33
H 0.96 1.27 7.10
H -0.38 0.34 3.80
H -0.79 1.17 5.30
H -0.27 -0.79 6.62
H -1.27 -1.30 5.27
H 0.66 -2.84 5.63
H 0.63 -2.14 4.02
H 3.52 -0.87 7.01
H 2.49 -2.28 7.26
H 1.80 -0.69 7.38
H 3.11 -2.66 3.72
H 3.17 -3.34 5.33
H 4.28 -2.04 4.90
H 2.41 2.70 3.92
H 0.71 3.03 4.27
H 1.12 1.98 2.93
C 6.88 -3.06 11.41
C 5.46 -2.54 11.03
C 4.69 -2.08 12.30
C 4.09 -3.20 13.14
C 3.29 -4.17 12.27
C 4.13 -4.73 11.09
N 4.75 -3.63 10.27
O 3.72 -3.03 9.52
C 5.23 -5.67 11.65
C 3.24 -5.68 10.23
C 5.73 -1.26 10.17
H 7.18 -3.91 10.78
H 7.65 -2.30 11.24
H 6.95 -3.35 12.45
H 3.86 -1.41 12.00
H 5.35 -1.48 12.94
H 4.87 -3.73 13.69
H 3.42 -2.77 13.90
H 2.93 -5.00 12.90
H 2.40 -3.67 11.90
H 5.87 -6.06 10.85
H 4.78 -6.54 12.16
H 5.88 -5.21 12.40
H 2.34 -5.19 9.85
H 2.90 -6.53 10.83
H 3.80 -6.08 9.38
H 6.25 -1.51 9.24
H 6.36 -0.55 10.72
H 4.81 -0.72 9.92
C -9.69 4.30 -7.95
C -9.02 4.92 -6.69
C -8.44 6.33 -7.02
C -7.11 6.32 -7.76
C -6.11 5.39 -7.08
C -6.66 3.96 -6.89
N -7.99 3.96 -6.18
O -7.74 4.26 -4.83
C -6.79 3.28 -8.28
C -5.59 3.09 -6.16
C -10.21 5.14 -5.69
H -9.54 3.21 -8.00
H -10.78 4.43 -7.94
H -9.34 4.74 -8.88
H -8.29 6.89 -6.08
H -9.17 6.90 -7.61
H -7.26 6.03 -8.81
H -6.70 7.34 -7.79
H -5.18 5.37 -7.68
H -5.82 5.83 -6.11
H -7.21 2.27 -8.19
H -5.80 3.18 -8.76
H -7.40 3.83 -8.99
H -5.30 3.51 -5.19
H -4.68 3.02 -6.75
H -5.96 2.07 -5.99
H -10.66 4.19 -5.39
H -11.00 5.75 -6.16
H -9.90 5.69 -4.79
```

lowest unoccupied orbital energy (spin up / spin down): -0.27 / -0.49 eV
calculated total energy: -98238.7572 eV
strongest force on any atom: 0.212 hartree/bohr
2S+1: 4
frontier orbital gap (spin up / spin down): 8.11 / 7.89 eV